This record from OMol25 describes a 2-piece molecular cluster, C2H4BrNS overall. The level of theory is wB97M-V/def2-TZVPD.

Calculated values
ΔE to the lowest compared entry with this formula, charge and spin in kJ/mol: 93.5
Highest occupied orbital energy in eV: -9.415
E_tot in Eh: -3105.50062
HOMO-LUMO gap in eV: 10.08
Lowest unoccupied orbital energy in eV: 0.7
SMILES: CN=C=S.Br
F_max in eV/A: 10.808

The geometry in ORCA input format:
```
! wB97M-V def2-TZVPD RIJCOSX def2/J DEFGRID3
* xyz 0 1
C -0.232 -1.396 -0.205
C 1.225 0.592 0.374
N 0.646 -0.596 -0.102
S -1.417 -2.395 -0.396
Br -2.556 1.125 -0.686
H 0.893 1.537 -0.082
H 1.076 0.492 1.479
H 2.308 0.513 0.068
H -1.943 0.127 -0.449
*
```

These are the natural (NBO) partial charges, in e, on atoms 1 to 8: 0.22, -0.43, -0.43, -0.04, -0.14, 0.23, 0.22, 0.22

---

This record from OMol25 describes a 2-piece molecular cluster, C2H4BrOP overall. The level of theory is wB97M-V/def2-TZVPD.

Calculated values
ΔE to the lowest compared entry with this formula, charge and spin in kJ/mol: 340.8
Highest occupied orbital energy (alpha / beta) in eV: -9.373 / -9.004
E_tot in Eh: -3069.08380
HOMO-LUMO gap (alpha / beta) in eV: 7.54 / 5.13
Lowest unoccupied orbital energy (alpha / beta) in eV: -1.8 / -3.9
F_max in eV/A: 4.481

The geometry in ORCA input format:
```
! wB97M-V def2-TZVPD RIJCOSX def2/J DEFGRID3
* xyz 0 1
C -1.225 1.336 -0.786
C 0.682 -0.617 -0.213
O -0.370 2.188 -0.739
P -1.179 -0.464 -0.353
Br 1.157 -2.372 3.952
H -2.340 1.675 -1.169
H 1.105 0.103 0.543
H 1.037 -0.369 -1.251
H 1.133 -1.481 0.016
*
```

These are the natural (NBO) partial charges, in e, on atoms 1 to 8: 0.07, -0.96, -0.51, 0.57, 0.00, 0.11, 0.25, 0.24

---

This record from OMol25 describes C2H4CeLiO4 as an isolated structure. The level of theory is wB97M-V/def2-TZVPD.

Calculated values
ΔE to the lowest compared entry with this formula, charge and spin in kJ/mol: 0.0
⟨S²⟩: 0.751
Highest occupied orbital energy (alpha / beta) in eV: -29.404 / -29.552
E_tot in Eh: -860.16814
HOMO-LUMO gap (alpha / beta) in eV: 10.81 / 11.56
Lowest unoccupied orbital energy (alpha / beta) in eV: -18.6 / -18.0
F_max in eV/A: 1.667

The geometry in ORCA input format:
```
! wB97M-V def2-TZVPD RIJCOSX def2/J DEFGRID3
* xyz 4 2
O 2.152 0.783 0.920
C 3.225 0.753 0.269
H 4.120 0.578 0.874
H 3.225 1.130 -0.760
C -3.061 -1.390 -0.268
O -2.496 -0.348 -0.625
O -1.165 -0.213 -0.211
Li 0.441 -0.104 -1.382
H -4.082 -1.507 -0.638
H -2.525 -2.113 0.359
Ce -0.842 1.434 1.288
O 1.007 0.996 0.173
*
```

These are the Mulliken partial charges, in e, on atoms 1 to 8: 0.10, 0.10, 0.35, 0.38, 0.15, -0.01, -0.40, 0.93

---

This record from OMol25 describes an isolated ion of composition C2H4Cl2 and charge +1. The level of theory is wB97M-V/def2-TZVPD.

Calculated values
ΔE to the lowest compared entry with this formula, charge and spin in kJ/mol: 23.8
⟨S²⟩: 0.756
Highest occupied orbital energy (alpha / beta) in eV: -17.336 / -15.897
E_tot in Eh: -998.57102
HOMO-LUMO gap (alpha / beta) in eV: 13.31 / 4.32
Lowest unoccupied orbital energy (alpha / beta) in eV: -4.0 / -11.6
F_max in eV/A: 2.911

The geometry in ORCA input format:
```
! wB97M-V def2-TZVPD RIJCOSX def2/J DEFGRID3
* xyz 1 2
Cl -0.108 -1.570 1.481
C 0.527 -0.436 0.295
C -0.556 0.384 -0.312
Cl 0.132 1.860 -1.123
H 1.079 -1.052 -0.415
H 1.277 0.191 0.776
H -1.269 0.666 0.463
H -1.082 -0.042 -1.166
*
```

Formally, the natural (NBO) partial charges of the atoms, in units of the elementary charge, are as follows: 0.39, -0.44, -0.39, 0.33, 0.30, 0.27, 0.26, 0.27

---

This record from OMol25 describes a 2-piece molecular cluster, C2H4Cl2OSi overall. The level of theory is wB97M-V/def2-TZVPD.

Calculated values
ΔE to the lowest compared entry with this formula, charge and spin in kJ/mol: 268.1
Highest occupied orbital energy in eV: -11.149
E_tot in Eh: -1363.74146
HOMO-LUMO gap in eV: 10.49
Lowest unoccupied orbital energy in eV: -0.7
SMILES: C=C[Si](=O)Cl.Cl
F_max in eV/A: 3.394

The geometry in ORCA input format:
```
! wB97M-V def2-TZVPD RIJCOSX def2/J DEFGRID3
* xyz 0 1
C 0.512 1.879 0.323
C 0.720 0.569 0.509
O 0.894 -2.314 -0.168
Si 0.614 -0.922 -0.648
Cl -0.221 -0.506 -2.478
Cl -2.669 -1.832 0.628
H 0.719 2.458 1.161
H 0.350 2.245 -0.732
H 0.759 0.101 1.613
H -1.679 -1.678 -0.208
*
```

These are the natural (NBO) partial charges, in e, on atoms 1 to 8: -0.30, -0.74, -1.14, 1.87, -0.38, -0.24, 0.21, 0.22

---

This record from OMol25 describes one molecule with the formula C2H4Cl3NOSi. The level of theory is wB97M-V/def2-TZVPD.

Calculated values
ΔE to the lowest compared entry with this formula, charge and spin in kJ/mol: 0.0
Highest occupied orbital energy in eV: -8.388
E_tot in Eh: -1878.85156
HOMO-LUMO gap in eV: 8.85
Lowest unoccupied orbital energy in eV: 0.5
SMILES: C=C(N)O[Si](Cl)(Cl)Cl
F_max in eV/A: 1.801

The geometry in ORCA input format:
```
! wB97M-V def2-TZVPD RIJCOSX def2/J DEFGRID3
* xyz 0 1
C -0.901 -0.251 -0.217
C 0.147 0.451 0.205
N -0.799 -1.591 -0.587
O -2.162 0.269 -0.412
Si -3.663 0.399 0.140
Cl -4.546 -1.382 0.315
Cl -3.682 1.509 1.801
Cl -4.482 1.174 -1.523
H 1.046 -0.053 0.066
H 0.162 1.482 0.494
H 0.147 -1.995 -0.558
H -1.651 -2.148 -0.479
*
```

These are the natural (NBO) partial charges, in e, on atoms 1 to 8: 0.51, -0.58, -0.85, -0.90, 1.63, -0.35, -0.32, -0.35

---

This record from OMol25 describes an isolated ion of composition C2H4Cl4N2O2P and charge -1. The level of theory is wB97M-V/def2-TZVPD.

Calculated values
ΔE to the lowest compared entry with this formula, charge and spin in kJ/mol: 0.0
Highest occupied orbital energy in eV: -5.524
E_tot in Eh: -2520.90567
HOMO-LUMO gap in eV: 8.46
Lowest unoccupied orbital energy in eV: 2.9
SMILES: N[P@@](=O)([O-])N[C@H](Cl)C(Cl)(Cl)Cl
F_max in eV/A: 5.118

The geometry in ORCA input format:
```
! wB97M-V def2-TZVPD RIJCOSX def2/J DEFGRID3
* xyz -1 1
C 0.811 -0.183 -0.323
C 2.312 0.025 -0.046
N -2.419 -0.624 0.218
N 0.010 0.399 0.587
O -1.276 0.921 -1.586
O -2.190 1.816 0.783
P -1.594 0.838 -0.130
Cl 0.721 -2.104 -0.105
Cl 2.654 1.714 -0.149
Cl 3.354 -0.883 -1.109
Cl 2.759 -0.508 1.662
H 0.677 -0.082 -1.426
H -3.262 -0.341 0.691
H -2.437 -1.181 -0.595
H -0.122 0.193 1.526
*
```

These are the natural (NBO) partial charges, in e, on atoms 1 to 8: 0.01, -0.11, -1.23, -0.94, -1.18, -1.17, 2.39, -0.26

---

This record from OMol25 describes one molecule with the formula C2H4Cl4OP2. The level of theory is wB97M-V/def2-TZVPD.

Calculated values
ΔE to the lowest compared entry with this formula, charge and spin in kJ/mol: 0.0
Highest occupied orbital energy in eV: -9.227
E_tot in Eh: -2677.38705
HOMO-LUMO gap in eV: 9.48
Lowest unoccupied orbital energy in eV: 0.3
SMILES: ClP(Cl)OP1(Cl)(Cl)CC1
F_max in eV/A: 2.486

The geometry in ORCA input format:
```
! wB97M-V def2-TZVPD RIJCOSX def2/J DEFGRID3
* xyz 0 1
C -2.018 0.745 0.201
C -1.429 -0.653 -0.194
O 1.373 -0.400 0.072
P -0.177 0.555 0.233
P 2.558 -0.953 -0.861
Cl 0.270 0.881 2.112
Cl 0.427 1.893 -1.084
Cl 3.381 -2.234 0.455
Cl 3.871 0.591 -0.714
H -2.536 1.263 -0.592
H -2.582 0.735 1.122
H -1.519 -0.948 -1.232
H -1.620 -1.476 0.481
*
```

These are the natural (NBO) partial charges, in e, on atoms 1 to 8: -0.76, -0.75, -1.17, 1.51, 1.14, -0.15, -0.17, -0.30

---

This record from OMol25 describes a 3-piece molecular cluster, C2H4Cl5 overall. The level of theory is wB97M-V/def2-TZVPD.

Calculated values
ΔE to the lowest compared entry with this formula, charge and spin in kJ/mol: 59.4
Highest occupied orbital energy in eV: -3.681
E_tot in Eh: -2379.62643
HOMO-LUMO gap in eV: 6.26
Lowest unoccupied orbital energy in eV: 2.6
F_max in eV/A: 1.418

The geometry in ORCA input format:
```
! wB97M-V def2-TZVPD RIJCOSX def2/J DEFGRID3
* xyz -1 1
Cl -1.357 -2.040 3.937
C 3.357 -1.249 0.206
Cl 3.267 -2.409 -1.174
Cl 4.601 0.009 -0.031
H 2.362 -0.818 0.308
H 3.706 -1.809 1.074
C -3.090 1.572 -0.724
Cl -2.988 1.189 -2.506
Cl -4.489 2.699 -0.475
H -3.134 0.656 -0.136
H -2.233 2.200 -0.481
*
```

These are the natural (NBO) partial charges, in e, on atoms 1 to 8: -1.00, -0.37, -0.06, -0.05, 0.24, 0.23, -0.35, -0.07

---

This record from OMol25 describes C2H4ClF3InO as an isolated structure. The level of theory is wB97M-V/def2-TZVPD.

Calculated values
Highest occupied orbital energy in eV: -5.023
E_tot in Eh: -1103.75129
HOMO-LUMO gap in eV: 8.34
Lowest unoccupied orbital energy in eV: 3.3
F_max in eV/A: 5.237

The geometry in ORCA input format:
```
! wB97M-V def2-TZVPD RIJCOSX def2/J DEFGRID3
* xyz -1 1
F 0.932 -0.048 2.593
C -0.081 -0.771 1.739
F -0.462 -2.025 2.470
F -1.202 0.173 1.537
O 0.608 -1.199 0.513
C -0.128 -0.833 -0.707
In 0.331 1.332 -1.328
Cl -1.697 2.558 -2.060
H -1.272 -1.081 -0.692
H 0.337 -1.497 -1.584
H 1.018 2.143 0.148
H 1.616 1.247 -2.630
*
```

These are the Mulliken partial charges, in e, on atoms 1 to 8: -0.25, 0.67, -0.26, -0.19, -0.27, -0.71, 0.71, -0.62